#one
Here is 11 unconnected molecules or ions with the total composition C22H66O11 from OMol25. Energies are from ωB97M-V with the def2-TZVPD basis set.

Frontier orbital gap, hartree: 0.3555
SMILES: CCO.CCO.CCO.CCO.CCO.CCO.CCO.CCO.CCO.CCO.CCO

Geometry as ORCA input:
```
! wB97M-V def2-TZVPD RIJCOSX def2/J DEFGRID3
* xyz 0 1
C -27.05 -22.06 15.41
C -25.78 -22.63 14.84
O -24.72 -21.72 15.16
H -27.77 -22.86 15.63
H -27.60 -21.46 14.68
H -26.89 -21.46 16.30
H -25.83 -22.80 13.76
H -25.55 -23.58 15.32
H -23.87 -22.14 14.93
C -19.46 -15.14 12.03
C -20.67 -16.10 11.95
O -20.42 -17.08 10.95
H -19.22 -14.89 11.01
H -18.69 -15.60 12.64
H -19.76 -14.22 12.55
H -21.62 -15.59 11.77
H -20.80 -16.65 12.89
H -20.88 -16.83 10.13
C -19.15 -23.38 11.62
C -18.58 -24.69 12.17
O -18.16 -24.47 13.54
H -19.37 -23.49 10.55
H -18.42 -22.58 11.69
H -20.06 -23.10 12.16
H -17.60 -24.80 11.68
H -19.23 -25.55 12.05
H -17.23 -24.27 13.57
C -24.16 -22.34 5.77
C -24.32 -21.90 7.22
O -23.08 -22.09 7.92
H -23.89 -23.40 5.75
H -23.27 -21.90 5.30
H -25.08 -22.14 5.22
H -25.11 -22.53 7.64
H -24.58 -20.84 7.22
H -22.98 -21.29 8.46
C -21.79 -15.30 8.25
C -21.30 -16.53 7.49
O -21.82 -17.70 8.12
H -22.80 -15.03 7.92
H -21.20 -14.39 8.14
H -21.83 -15.47 9.32
H -20.22 -16.49 7.68
H -21.42 -16.62 6.41
H -22.79 -17.64 8.03
C -26.61 -21.82 10.40
C -27.50 -22.95 9.89
O -27.24 -24.19 10.57
H -26.62 -21.87 11.49
H -27.13 -20.88 10.20
H -25.60 -21.98 10.02
H -27.38 -23.06 8.81
H -28.54 -22.76 10.18
H -26.32 -24.41 10.33
C -18.72 -19.43 12.62
C -17.61 -20.06 13.51
O -16.48 -19.17 13.31
H -18.84 -18.39 12.93
H -19.71 -19.89 12.76
H -18.54 -19.53 11.55
H -17.23 -21.01 13.13
H -18.05 -20.07 14.50
H -16.12 -19.41 12.46
C -20.31 -24.46 15.29
C -21.49 -24.10 14.41
O -22.51 -23.52 15.23
H -20.70 -24.97 16.18
H -19.79 -23.58 15.67
H -19.60 -25.17 14.86
H -21.82 -24.95 13.80
H -21.13 -23.38 13.66
H -22.01 -23.07 15.92
C -26.16 -18.08 9.78
C -25.74 -16.93 8.89
O -24.64 -17.32 8.03
H -26.41 -18.98 9.21
H -27.01 -17.83 10.43
H -25.32 -18.34 10.42
H -25.31 -16.14 9.52
H -26.56 -16.50 8.31
H -25.09 -17.66 7.24
C -22.61 -21.57 12.25
C -22.43 -20.16 11.69
O -22.92 -20.02 10.38
H -22.37 -21.45 13.31
H -21.96 -22.36 11.87
H -23.63 -21.90 12.08
H -21.35 -19.97 11.68
H -22.92 -19.47 12.39
H -22.63 -19.20 9.98
C -22.31 -25.31 9.95
C -23.66 -25.59 9.24
O -24.44 -24.41 9.19
H -22.00 -26.18 10.53
H -22.48 -24.43 10.57
H -21.62 -25.00 9.18
H -24.27 -26.32 9.78
H -23.38 -26.01 8.26
H -23.95 -23.78 8.63
*
```



#two
Here is 11 unconnected molecules or ions with the total composition C22H66O11 from OMol25. Energies are from ωB97M-V with the def2-TZVPD basis set.

Frontier orbital gap, hartree: 0.3517
SMILES: CCO.CCO.CCO.CCO.CCO.CCO.CCO.CCO.CCO.CCO.CCO

Geometry as ORCA input:
```
! wB97M-V def2-TZVPD RIJCOSX def2/J DEFGRID3
* xyz 0 1
C -1.99 4.01 -3.51
C -0.59 3.57 -3.09
O 0.19 4.21 -4.06
H -2.77 3.59 -2.88
H -2.16 3.60 -4.41
H -2.20 5.06 -3.59
H -0.30 2.51 -3.24
H -0.54 3.73 -2.01
H 0.36 3.79 -4.87
C -3.26 -3.01 -2.44
C -3.57 -3.29 -1.15
O -2.79 -2.63 -0.16
H -2.32 -3.14 -2.92
H -3.56 -2.03 -2.82
H -3.98 -3.55 -3.28
H -3.53 -4.50 -0.80
H -4.41 -2.97 -0.80
H -3.47 -2.20 0.35
C 4.94 -1.59 -3.09
C 3.55 -1.44 -2.50
O 3.36 -0.18 -2.05
H 5.14 -2.84 -2.99
H 5.80 -1.01 -2.49
H 4.82 -1.37 -4.14
H 3.52 -1.82 -1.50
H 2.77 -1.86 -3.06
H 2.76 -0.21 -1.36
C 5.96 1.13 1.03
C 4.97 0.22 1.83
O 3.82 0.98 2.23
H 5.66 1.63 0.03
H 6.80 0.58 0.54
H 6.31 1.82 1.71
H 5.11 -0.25 2.74
H 4.94 -0.54 1.01
H 4.09 1.49 3.07
C -0.33 -0.46 -4.58
C -1.87 -0.18 -4.92
O -1.90 0.75 -6.01
H -0.08 -1.00 -5.57
H -0.08 -0.98 -3.67
H 0.14 0.64 -4.56
H -2.35 0.43 -4.11
H -2.46 -1.18 -5.20
H -2.74 0.67 -6.36
C 0.61 3.45 3.70
C 1.37 4.14 2.61
O 0.71 5.26 2.20
H 1.24 2.68 4.27
H -0.21 3.07 3.30
H 0.37 4.04 4.50
H 1.43 3.61 1.57
H 2.49 4.35 3.09
H 1.21 5.73 1.47
C -0.46 0.11 -0.24
C 0.72 0.81 0.60
O 1.88 0.36 0.08
H -0.37 0.21 -1.38
H -1.43 0.44 0.19
H -0.32 -1.05 -0.18
H 0.74 0.42 1.62
H 0.44 1.78 0.82
H 2.65 0.66 0.56
C -4.40 0.54 -0.84
C -5.91 0.60 -0.50
O -6.29 1.91 -0.50
H -4.04 1.38 -0.30
H -4.24 0.47 -2.02
H -3.95 -0.41 -0.41
H -6.06 0.00 0.51
H -6.45 0.09 -1.23
H -6.42 2.17 0.48
C 1.37 -1.20 4.17
C 2.67 -1.97 4.18
O 2.52 -3.33 4.30
H 1.64 -0.32 4.22
H 1.12 -1.36 5.24
H 0.99 -1.57 3.34
H 3.40 -1.43 4.91
H 3.17 -1.79 3.11
H 3.27 -3.87 4.27
C 1.80 -4.35 1.08
C 0.42 -3.70 0.75
O -0.49 -4.59 0.13
H 2.52 -3.64 1.51
H 2.25 -4.89 0.20
H 1.49 -5.01 1.71
H 0.65 -2.77 0.11
H 0.05 -3.50 1.65
H -1.27 -4.05 -0.04
C -2.05 -0.14 3.31
C -2.83 1.25 3.56
O -4.29 0.96 3.27
H -2.37 -1.08 3.77
H -1.07 0.22 3.73
H -2.10 -0.26 2.28
H -2.35 2.14 2.97
H -2.62 1.53 4.54
H -5.01 1.73 3.43
*
```



Which structure is the most stable? The one labeled #one.



#one
Here is 11 unconnected molecules or ions with the total composition C22H66O11 from OMol25. Energies are from ωB97M-V with the def2-TZVPD basis set.

Frontier orbital gap, hartree: 0.3701
SMILES: CCO.CCO.CCO.CCO.CCO.CCO.CCO.CCO.CCO.CCO.CCO

Geometry as ORCA input:
```
! wB97M-V def2-TZVPD RIJCOSX def2/J DEFGRID3
* xyz 0 1
C -0.28 -5.26 1.78
C -1.57 -4.75 1.18
O -2.19 -3.72 1.99
H -0.34 -5.50 2.84
H 0.56 -4.58 1.68
H 0.03 -6.20 1.31
H -2.34 -5.51 1.06
H -1.50 -4.33 0.17
H -2.95 -3.42 1.49
C -4.70 2.53 1.24
C -6.05 2.93 0.77
O -6.90 1.78 0.58
H -4.74 1.92 2.15
H -4.07 3.39 1.45
H -4.19 1.91 0.50
H -5.95 3.42 -0.20
H -6.59 3.62 1.43
H -7.46 1.65 1.34
C -1.15 0.11 0.76
C -0.51 -1.19 0.21
O 0.46 -0.75 -0.71
H -1.63 0.67 -0.05
H -0.47 0.74 1.33
H -1.94 -0.17 1.46
H -1.21 -1.84 -0.31
H 0.00 -1.76 0.99
H 0.03 -0.58 -1.56
C 2.46 -1.29 2.97
C 1.59 -2.23 3.82
O 2.24 -2.41 5.05
H 2.74 -0.42 3.57
H 1.88 -0.89 2.14
H 3.35 -1.82 2.65
H 1.39 -3.17 3.29
H 0.59 -1.85 4.05
H 2.02 -3.26 5.43
C 3.58 2.74 -2.01
C 2.53 1.60 -1.85
O 2.35 1.29 -0.46
H 4.46 2.49 -1.42
H 3.18 3.67 -1.61
H 3.88 2.93 -3.04
H 2.85 0.77 -2.48
H 1.59 1.93 -2.29
H 1.81 0.49 -0.45
C 1.71 -3.40 -3.53
C 2.59 -2.17 -3.76
O 2.87 -2.09 -5.16
H 1.48 -3.49 -2.47
H 2.15 -4.34 -3.86
H 0.77 -3.33 -4.08
H 3.54 -2.29 -3.24
H 2.14 -1.21 -3.48
H 3.59 -1.45 -5.22
C -0.28 1.06 4.71
C 0.12 0.51 6.06
O -1.03 0.51 6.93
H 0.57 1.27 4.05
H -0.83 2.00 4.75
H -0.89 0.40 4.09
H 0.92 1.05 6.56
H 0.47 -0.52 5.98
H -0.73 0.08 7.73
C -1.50 4.43 -3.37
C -2.60 3.51 -2.79
O -2.08 2.67 -1.77
H -1.88 5.16 -4.08
H -0.76 3.82 -3.90
H -1.04 4.99 -2.55
H -2.97 2.84 -3.57
H -3.42 4.07 -2.33
H -1.76 3.24 -1.05
C 3.89 -2.53 -0.23
C 4.08 -3.92 0.40
O 3.73 -4.93 -0.52
H 4.31 -2.37 -1.22
H 4.14 -1.72 0.46
H 2.82 -2.31 -0.25
H 3.49 -3.94 1.31
H 5.11 -4.09 0.75
H 4.44 -4.97 -1.17
C -1.15 -0.88 -4.99
C -1.46 0.41 -4.23
O -0.95 0.34 -2.92
H -1.28 -1.74 -4.34
H -0.13 -0.83 -5.39
H -1.77 -0.94 -5.88
H -2.53 0.51 -4.04
H -1.09 1.30 -4.73
H -1.39 1.04 -2.41
C 0.74 4.23 0.54
C -0.70 4.07 1.01
O -1.60 4.70 0.07
H 0.93 3.69 -0.38
H 1.43 3.91 1.32
H 1.03 5.26 0.35
H -0.78 4.60 1.96
H -0.91 3.01 1.10
H -2.37 5.10 0.50
*
```



#two
Here is 11 unconnected molecules or ions with the total composition C22H66O11 from OMol25. Energies are from ωB97M-V with the def2-TZVPD basis set.

Frontier orbital gap, hartree: 0.3496
SMILES: CCO.CCO.CCO.CCO.CCO.CCO.CCO.CCO.CCO.CCO.CCO

Geometry as ORCA input:
```
! wB97M-V def2-TZVPD RIJCOSX def2/J DEFGRID3
* xyz 0 1
C 0.98 0.19 -0.20
C -0.50 0.02 0.10
O -0.78 0.85 1.25
H 1.24 -0.30 -1.14
H 1.57 -0.24 0.61
H 1.20 1.25 -0.23
H -0.77 -1.01 0.33
H -1.11 0.36 -0.74
H -1.74 0.92 1.30
C -4.12 0.15 -2.68
C -3.70 -1.31 -2.73
O -2.48 -1.48 -2.04
H -5.00 0.33 -3.29
H -3.34 0.84 -3.01
H -4.37 0.39 -1.64
H -3.63 -1.62 -3.78
H -4.44 -1.95 -2.23
H -2.17 -2.39 -2.16
C -0.16 -2.34 3.32
C 0.32 -3.57 4.02
O -0.84 -4.25 4.56
H 0.69 -1.90 2.79
H -0.60 -1.61 4.00
H -0.91 -2.55 2.55
H 1.00 -3.36 4.84
H 0.82 -4.23 3.31
H -0.51 -5.08 4.94
C 1.75 1.68 5.28
C 0.96 1.06 4.15
O 1.30 1.65 2.90
H 1.71 2.77 5.23
H 2.82 1.45 5.18
H 1.38 1.33 6.24
H -0.12 1.11 4.31
H 1.23 0.00 4.10
H 0.67 1.27 2.24
C 1.50 5.88 0.57
C 1.33 4.45 1.04
O 2.12 4.24 2.20
H 1.16 6.11 -0.44
H 2.55 6.16 0.59
H 0.92 6.53 1.22
H 1.72 3.77 0.26
H 0.29 4.16 1.21
H 1.75 3.42 2.59
C -3.47 3.10 -0.13
C -3.15 3.00 1.37
O -3.40 1.67 1.86
H -2.88 2.39 -0.70
H -3.23 4.11 -0.47
H -4.52 2.83 -0.26
H -3.76 3.70 1.95
H -2.09 3.20 1.51
H -4.35 1.56 1.95
C -4.23 -1.59 0.93
C -3.58 -2.19 2.18
O -4.61 -2.53 3.11
H -4.65 -2.42 0.36
H -3.53 -1.04 0.30
H -5.04 -0.94 1.25
H -2.85 -1.53 2.65
H -3.05 -3.10 1.89
H -4.18 -2.96 3.85
C 3.27 2.37 -2.64
C 3.19 3.89 -2.48
O 3.86 4.55 -3.54
H 2.85 1.82 -1.80
H 4.32 2.09 -2.76
H 2.75 2.07 -3.55
H 3.61 4.09 -1.49
H 2.13 4.18 -2.47
H 4.78 4.25 -3.48
C 5.89 -1.67 -0.42
C 4.99 -0.78 -1.27
O 4.52 -1.44 -2.44
H 5.41 -2.59 -0.08
H 6.17 -1.13 0.49
H 6.82 -1.91 -0.93
H 5.53 0.13 -1.53
H 4.13 -0.40 -0.71
H 4.09 -2.24 -2.12
C -0.21 -0.23 -4.33
C 0.79 -1.35 -4.51
O 0.84 -1.68 -5.90
H 0.19 0.72 -4.67
H -0.42 -0.13 -3.26
H -1.18 -0.48 -4.76
H 0.47 -2.21 -3.91
H 1.79 -1.04 -4.19
H 1.50 -2.37 -6.02
C -0.84 -4.43 -0.08
C -0.52 -4.07 -1.54
O -1.69 -4.18 -2.36
H 0.04 -4.14 0.50
H -0.98 -5.50 -0.01
H -1.72 -3.90 0.27
H 0.24 -4.76 -1.93
H -0.16 -3.04 -1.56
H -1.59 -4.90 -2.98
*
```



Which structure is the most stable? The one labeled #two.



#one
Here is 2 unconnected molecules or ions with the total composition C10H16O from OMol25. Energies are from ωB97M-V with the def2-TZVPD basis set.

Frontier orbital gap (alpha / beta), hartree: 0.3641 / 0.2598

Geometry as ORCA input:
```
! wB97M-V def2-TZVPD RIJCOSX def2/J DEFGRID3
* xyz 1 2
C -3.88 -0.31 -1.07
C -3.38 0.06 0.31
H -4.79 -0.89 -0.93
H -3.22 -0.94 -1.65
H -4.19 0.54 -1.69
H -3.18 -0.79 0.97
H -4.16 0.57 0.88
H -2.44 0.61 0.35
C -0.47 -1.08 -1.43
C 0.15 -2.04 -2.45
C 0.38 -0.33 -0.47
C 0.03 1.00 -0.10
C 1.61 -0.87 -0.02
C 0.74 1.67 0.83
C 2.34 -0.22 0.93
C 1.77 0.96 1.51
O 2.44 1.64 2.43
H -1.02 -0.35 -2.02
H -1.17 -1.62 -0.78
H -0.36 -1.98 -3.40
H -0.69 1.52 -0.73
H 1.95 -1.84 -0.36
H 0.63 2.73 1.05
H 3.29 -0.54 1.34
H 2.80 1.06 3.12
H 0.02 -3.11 -2.25
H 1.21 -1.81 -2.58
*
```



#two
Here is 2 unconnected molecules or ions with the total composition C10H16O from OMol25. Energies are from ωB97M-V with the def2-TZVPD basis set.

Frontier orbital gap (alpha / beta), hartree: 0.3515 / 0.2223

Geometry as ORCA input:
```
! wB97M-V def2-TZVPD RIJCOSX def2/J DEFGRID3
* xyz 1 2
C -0.86 -0.70 -2.40
C -2.25 1.41 0.85
C -2.26 2.19 -0.37
C -1.89 0.14 1.05
C -1.96 1.46 -1.52
C -1.66 -0.53 -0.10
C -1.56 0.13 -1.34
O -2.66 2.02 1.96
H -2.62 3.15 -0.31
H -2.60 3.02 1.93
H -1.86 -0.44 1.93
H -2.17 1.85 -2.47
H -1.42 -1.62 -0.19
H -0.45 0.00 -3.17
H -1.58 -1.38 -2.68
H 0.04 -1.17 -2.00
C 2.82 -1.01 0.34
C 1.36 -1.56 0.48
C 3.42 -0.20 1.44
H 2.97 -0.35 -0.48
H 3.61 -1.71 0.08
H 0.69 -0.66 0.59
H 1.12 -2.06 -0.40
H 2.72 0.02 2.35
H 1.20 -2.16 1.39
H 3.57 0.83 1.32
H 4.27 -0.65 1.71
*
```



Which structure is the most stable? The one labeled #one.